1.
{
  "formula": "C4H5NO2",
  "method": "wB97M-V/def2-TZVPD",
  "symbols": ["O", "C", "N", "C", "C", "O", "C", "H", "H", "H", "H", "H"],
  "positions_angstrom": [[1.317, 1.523, 1.628], [0.818, 0.925, 0.723], [1.235, 0.239, -0.378], [0.514, -1.068, -0.300], [-0.929, -0.633, -0.026], [-1.368, -0.173, 1.309], [-0.767, 0.703, 0.506], [0.122, 1.161, -1.138], [0.961, -1.728, 0.452], [0.562, -1.562, -1.272], [-1.762, -0.901, -0.667], [-0.703, 1.516, -0.837]],
  "mulliken_charge": [-0.470, 0.337, -0.481, -0.378, -0.074, -0.325, 0.144, 0.245, 0.308, 0.285, 0.360, 0.048],
  "homo_lumo_gap_ev": [8.17, 8.17],
  "e_homo_ev": [-9.7, -9.7],
  "multiplicity": 1,
  "lumo_ev": [-1.52, -1.52],
  "total_charge": 0,
  "e_above_lowest_kj_mol": 756.4
}

---

2.
{
  "formula": "C5H7N3",
  "method": "wB97M-V/def2-TZVPD",
  "symbols": ["C", "C", "C", "C", "C", "H", "H", "H", "H", "H", "H", "H", "N", "N", "N"],
  "positions_angstrom": [[-0.548, -0.302, 0.193], [0.602, -1.382, 0.123], [1.878, -0.959, -0.084], [1.174, 1.336, -0.122], [-0.177, 1.088, 0.218], [-2.553, 1.470, -0.294], [-3.759, -0.240, -0.635], [0.270, -2.416, 0.438], [2.784, -1.513, -0.030], [3.040, 0.661, -0.324], [1.416, 2.337, -0.114], [-0.957, 1.750, 0.867], [-2.869, 0.210, 0.002], [-1.786, -0.713, -0.186], [2.111, 0.400, -0.084]],
  "mulliken_charge": [0.780, -0.473, -0.292, -0.443, -0.545, 0.247, 0.263, 0.297, 0.378, 0.221, 0.376, 0.325, -0.523, -0.483, -0.127],
  "homo_lumo_gap_ev": 7.59,
  "e_homo_ev": -7.0,
  "multiplicity": 1,
  "lumo_ev": 0.59,
  "total_charge": 0,
  "e_above_lowest_kj_mol": 527.1
}

---

3.
{
  "formula": "C23H63N10O8P3",
  "method": "wB97M-V/def2-TZVPD",
  "symbols": ["C", "N", "O", "O", "H", "H", "H", "C", "C", "C", "O", "C", "O", "O", "H", "H", "H", "H", "H", "H", "O", "P", "N", "C", "C", "N", "C", "C", "N", "C", "C", "H", "H", "H", "H", "H", "H", "H", "H", "H", "H", "H", "H", "H", "H", "H", "H", "H", "H", "O", "P", "N", "C", "C", "N", "C", "C", "N", "C", "C", "H", "H", "H", "H", "H", "H", "H", "H", "H", "H", "H", "H", "H", "H", "H", "H", "H", "H", "O", "P", "N", "C", "C", "N", "C", "C", "N", "C", "C", "H", "H", "H", "H", "H", "H", "H", "H", "H", "H", "H", "H", "H", "H", "H", "H", "H", "H"],
  "positions_angstrom": [[1.688, -0.250, 0.907], [0.823, 0.965, 1.315], [1.185, 1.500, 2.422], [-0.020, 1.425, 0.554], [1.420, -0.387, -0.141], [1.217, -1.134, 1.336], [2.745, -0.365, 1.145], [-2.855, -0.024, 2.130], [-1.836, 1.131, 2.264], [-2.276, 2.504, 2.852], [-1.896, 2.306, 4.231], [-0.954, 1.324, 4.343], [-0.364, 1.080, 5.443], [-0.874, 0.700, 3.242], [-3.693, 0.408, 1.583], [-3.141, -0.558, 3.036], [-2.342, -0.728, 1.476], [-1.454, 1.440, 1.291], [-3.362, 2.495, 2.757], [-1.711, 3.382, 2.541], [1.191, 2.790, -2.073], [1.696, 3.729, -1.043], [2.430, 5.156, -1.822], [2.852, 6.441, -1.196], [2.583, 5.293, -3.260], [2.923, 3.209, 0.011], [2.698, 2.207, 1.056], [4.219, 2.934, -0.651], [0.450, 4.421, -0.031], [-0.230, 5.632, -0.501], [-0.269, 3.731, 1.006], [3.851, 6.733, -1.521], [2.649, 6.334, -0.131], [2.318, 7.269, -1.663], [3.508, 4.720, -3.322], [2.666, 6.284, -3.708], [1.736, 4.763, -3.696], [2.103, 2.511, 1.918], [2.376, 1.264, 0.616], [3.591, 1.921, 1.613], [4.866, 2.322, -0.022], [3.932, 2.309, -1.496], [4.763, 3.789, -1.053], [-1.307, 5.698, -0.651], [-0.133, 6.392, 0.275], [0.265, 6.019, -1.392], [-1.134, 4.322, 1.307], [0.272, 3.511, 1.927], [-0.472, 2.719, 0.657], [4.272, -4.588, 1.950], [3.090, -4.897, 1.145], [3.127, -6.005, -0.200], [4.117, -5.645, -1.252], [3.286, -7.476, 0.053], [2.427, -3.559, 0.283], [1.023, -3.392, -0.310], [3.131, -2.276, 0.149], [1.733, -5.514, 2.013], [0.542, -6.128, 1.414], [1.887, -5.999, 3.422], [4.109, -4.570, -1.436], [3.928, -6.111, -2.219], [5.101, -5.937, -0.884], [4.054, -7.913, -0.584], [2.293, -7.872, -0.159], [3.420, -7.751, 1.099], [0.734, -4.362, -0.714], [0.274, -3.164, 0.450], [1.013, -2.599, -1.057], [3.031, -2.104, -0.923], [2.778, -1.502, 0.830], [4.206, -2.395, 0.283], [0.313, -5.712, 0.432], [0.611, -7.215, 1.451], [-0.284, -5.799, 2.046], [1.935, -5.234, 4.198], [2.744, -6.670, 3.468], [0.954, -6.465, 3.741], [-4.333, -1.307, 0.218], [-3.938, -0.372, -0.847], [-4.782, 1.096, -0.908], [-5.421, 1.526, 0.368], [-4.886, 1.948, -2.073], [-4.193, -1.083, -2.467], [-3.464, -0.499, -3.637], [-5.578, -1.618, -2.646], [-2.302, 0.015, -0.811], [-1.757, 1.486, -0.825], [-1.198, -0.989, -0.876], [-6.111, 2.345, 0.165], [-4.738, 1.654, 1.208], [-6.168, 0.781, 0.640], [-5.105, 2.998, -1.878], [-5.715, 1.619, -2.698], [-3.895, 1.910, -2.527], [-3.484, -1.199, -4.472], [-3.864, 0.460, -3.967], [-2.448, -0.167, -3.424], [-5.929, -2.115, -1.742], [-6.195, -0.767, -2.934], [-5.411, -2.275, -3.500], [-2.491, 2.110, -0.314], [-0.888, 1.582, -0.174], [-1.511, 1.851, -1.822], [-0.215, -0.547, -0.711], [-1.105, -1.512, -1.828], [-1.413, -1.715, -0.092]],
  "mulliken_charge": [-1.894, -0.197, -0.471, 0.515, 0.900, 0.654, 0.316, -1.443, 1.229, -0.006, -0.412, 0.660, -0.683, -0.556, -0.209, 0.373, 0.256, -0.206, 0.213, 0.045, -0.919, 0.265, 0.525, -1.207, -1.091, 0.270, -1.557, -1.144, 0.277, -1.179, -1.072, 0.400, 0.295, 0.425, 0.326, 0.365, 0.255, 0.176, 0.832, 0.619, 0.392, 0.425, 0.233, 0.362, 0.453, 0.319, 0.635, 0.449, 0.667, -0.843, 0.160, 0.191, -1.069, -0.962, 0.559, -1.663, -1.596, 0.182, -1.004, -1.059, 0.230, 0.357, 0.439, 0.402, 0.280, 0.283, 0.472, 0.473, 0.656, 0.552, 0.583, 0.497, 0.156, 0.427, 0.477, 0.299, 0.309, 0.442, -0.845, -0.181, 0.501, -0.901, -0.929, 0.064, -0.769, -0.962, 1.005, -1.189, -1.869, 0.478, 0.168, 0.355, 0.404, 0.247, 0.252, 0.379, 0.233, 0.185, 0.264, 0.232, 0.390, 0.505, 0.021, 0.504, 0.036, 0.627, 0.686],
  "homo_lumo_gap_ev": 7.02,
  "e_homo_ev": -8.4,
  "multiplicity": 1,
  "lumo_ev": -1.41,
  "total_charge": 0,
  "e_above_lowest_kj_mol": 1432.8
}

---

4.
{
  "formula": "C49H101BN5O16",
  "method": "wB97M-V/def2-TZVPD",
  "symbols": ["O", "C", "O", "B", "O", "C", "O", "O", "C", "O", "C", "O", "O", "C", "C", "C", "C", "C", "C", "N", "O", "C", "C", "C", "H", "H", "H", "H", "H", "H", "H", "H", "H", "H", "H", "H", "H", "H", "H", "H", "H", "H", "H", "C", "C", "C", "C", "C", "C", "N", "O", "C", "C", "C", "H", "H", "H", "H", "H", "H", "H", "H", "H", "H", "H", "H", "H", "H", "H", "H", "H", "H", "H", "C", "C", "C", "C", "C", "C", "N", "O", "C", "C", "C", "H", "H", "H", "H", "H", "H", "H", "H", "H", "H", "H", "H", "H", "H", "H", "H", "H", "H", "H", "C", "C", "C", "C", "C", "C", "N", "O", "C", "C", "C", "H", "H", "H", "H", "H", "H", "H", "H", "H", "H", "H", "H", "H", "H", "H", "H", "H", "H", "H", "C", "C", "C", "C", "C", "C", "N", "O", "C", "C", "C", "H", "H", "H", "H", "H", "H", "H", "H", "H", "H", "H", "H", "H", "H", "H", "H", "H", "H", "H", "O", "H", "H", "O", "H", "H", "O", "H", "H"],
  "positions_angstrom": [[-2.859, -2.900, 0.669], [-2.143, -2.046, 0.229], [-1.688, -0.994, 0.871], [-0.772, -0.250, -0.026], [-0.926, -0.842, -1.344], [-1.672, -1.932, -1.248], [-1.921, -2.719, -2.112], [0.595, -0.227, 0.552], [0.827, 0.983, 1.040], [1.719, 1.312, 1.766], [-0.214, 1.930, 0.428], [-1.169, 1.198, -0.081], [-0.139, 3.121, 0.527], [-3.367, 0.899, 5.892], [-1.939, 0.945, 5.310], [-2.002, 1.146, 3.789], [-2.262, 2.581, 3.365], [-1.183, 3.444, 4.004], [-1.117, 3.338, 5.528], [-1.076, 1.951, 5.930], [-0.970, 1.810, 7.327], [0.127, 4.090, 5.995], [-2.357, 4.079, 6.066], [-1.297, -0.427, 5.565], [-4.117, 1.403, 5.273], [-3.403, 1.380, 6.871], [-3.733, -0.124, 5.988], [-1.039, 0.839, 3.361], [-2.731, 0.408, 3.449], [-3.288, 2.864, 3.619], [-2.161, 2.694, 2.286], [-1.217, 4.491, 3.705], [-0.253, 3.050, 3.570], [0.260, 3.923, 7.066], [1.028, 3.781, 5.466], [-0.009, 5.165, 5.872], [-3.289, 3.809, 5.563], [-2.557, 3.912, 7.134], [-2.301, 5.168, 5.980], [-0.237, -0.463, 5.334], [-1.867, -1.159, 4.995], [-1.359, -0.630, 6.637], [-1.849, 2.023, 7.678], [-6.651, -3.816, -1.846], [-6.592, -2.469, -1.124], [-7.959, -1.782, -1.366], [-8.527, -0.935, -0.236], [-7.455, -0.481, 0.752], [-6.563, -1.613, 1.269], [-6.463, -2.696, 0.295], [-5.542, -3.681, 0.657], [-5.206, -0.970, 1.620], [-7.148, -2.210, 2.554], [-5.474, -1.616, -1.729], [-5.719, -4.358, -1.678], [-6.775, -3.635, -2.911], [-7.437, -4.410, -1.383], [-7.825, -1.142, -2.249], [-8.685, -2.519, -1.721], [-9.251, -1.499, 0.366], [-9.133, -0.115, -0.625], [-7.984, -0.101, 1.634], [-6.916, 0.399, 0.392], [-4.523, -1.615, 2.175], [-4.696, -0.701, 0.689], [-5.300, -0.025, 2.160], [-6.488, -2.977, 2.958], [-7.136, -1.400, 3.295], [-8.153, -2.615, 2.450], [-4.492, -1.931, -1.355], [-5.519, -0.566, -1.426], [-5.411, -1.698, -2.815], [-4.641, -3.329, 0.512], [2.839, -8.688, -1.234], [1.566, -7.936, -1.584], [0.906, -7.515, -0.280], [-0.307, -6.605, -0.491], [0.251, -5.365, -1.199], [0.976, -5.616, -2.533], [1.888, -6.752, -2.366], [2.457, -7.132, -3.614], [-0.089, -5.849, -3.621], [1.780, -4.350, -2.887], [0.656, -8.912, -2.333], [3.563, -7.999, -0.789], [3.288, -9.071, -2.151], [2.634, -9.477, -0.515], [0.712, -8.410, 0.314], [1.622, -6.903, 0.279], [-0.527, -6.221, 0.510], [-1.180, -7.096, -0.912], [0.969, -4.931, -0.497], [-0.545, -4.652, -1.400], [-0.965, -5.199, -3.568], [0.387, -5.736, -4.598], [-0.536, -6.840, -3.574], [1.069, -3.641, -3.303], [2.260, -3.989, -1.978], [2.557, -4.628, -3.598], [0.381, -9.780, -1.718], [1.150, -9.361, -3.197], [-0.290, -8.485, -2.649], [3.369, -6.835, -3.556], [4.309, 4.441, 2.325], [4.304, 4.639, 0.804], [3.310, 5.773, 0.490], [3.538, 6.354, -0.885], [4.958, 6.885, -1.003], [6.019, 5.811, -0.742], [5.668, 5.034, 0.432], [6.543, 3.923, 0.575], [6.211, 4.974, -2.019], [7.342, 6.522, -0.464], [3.835, 3.356, 0.128], [5.003, 3.642, 2.589], [3.325, 4.089, 2.646], [4.589, 5.357, 2.842], [2.309, 5.343, 0.531], [3.419, 6.540, 1.259], [2.858, 7.200, -1.023], [3.324, 5.605, -1.650], [5.115, 7.691, -0.279], [5.106, 7.290, -2.005], [6.299, 5.559, -2.938], [7.086, 4.329, -1.944], [5.336, 4.339, -2.191], [7.527, 7.254, -1.263], [7.324, 7.095, 0.465], [8.218, 5.871, -0.513], [2.767, 3.191, 0.269], [4.393, 2.453, 0.374], [3.922, 3.437, -0.965], [7.267, 4.280, 1.100], [1.592, 2.148, -2.419], [1.812, 1.993, -3.927], [3.168, 2.600, -4.286], [4.363, 1.688, -3.927], [4.124, 0.313, -4.535], [2.836, -0.368, -4.090], [1.736, 0.595, -4.341], [0.485, 0.065, -3.921], [2.604, -1.584, -4.986], [2.915, -0.806, -2.617], [0.735, 2.797, -4.668], [0.617, 1.709, -2.186], [1.650, 3.188, -2.101], [2.283, 1.541, -1.835], [3.273, 2.863, -5.341], [3.282, 3.518, -3.701], [4.618, 1.692, -2.870], [5.198, 2.150, -4.464], [4.930, -0.311, -4.114], [4.299, 0.298, -5.610], [2.978, -1.387, -6.000], [3.280, -2.385, -4.681], [1.564, -1.874, -5.073], [3.317, -1.812, -2.497], [3.639, -0.197, -2.059], [1.965, -0.673, -2.108], [0.591, 2.412, -5.683], [0.979, 3.854, -4.746], [-0.226, 2.594, -4.188], [0.081, -0.218, -4.747], [2.832, 1.620, 4.400], [3.254, 0.977, 3.823], [2.201, 2.055, 3.818], [0.533, -1.777, 3.257], [0.432, -2.077, 2.349], [0.782, -0.850, 3.176], [-2.672, 4.312, -0.458], [-1.860, 3.784, -0.431], [-2.661, 4.733, -1.321]],
  "mulliken_charge": [-0.965, 0.795, 0.095, 1.969, -0.635, 0.114, -0.677, -0.528, -0.357, -0.396, 1.158, -0.584, -0.776, -1.465, 1.927, -0.080, -0.626, -0.768, 2.048, 0.248, -0.495, -1.909, -1.772, -1.933, 0.353, 0.140, 0.445, -0.476, -0.091, 0.620, 0.115, 0.634, -0.548, 0.494, 0.186, 0.357, 0.310, 0.357, 0.412, 0.321, 0.322, 0.514, 0.365, -2.078, 1.947, -1.191, -0.890, -1.245, 2.026, 0.143, -0.524, -1.989, -2.051, -1.647, 0.335, 0.437, 0.534, 0.336, 0.405, 0.307, 0.402, 0.558, 0.448, 0.560, 0.127, 0.520, 0.387, 0.412, 0.376, -0.092, 0.361, 0.568, 0.531, -2.117, 1.881, -1.497, -0.717, -0.771, 2.373, 0.183, -0.528, -1.697, -2.036, -1.708, 0.442, 0.420, 0.397, 0.509, 0.355, 0.390, 0.356, 0.552, -0.348, 0.220, 0.412, 0.317, 0.278, 0.378, 0.491, 0.423, 0.327, 0.322, 0.363, -1.886, 1.499, -1.183, 0.055, -1.382, 1.781, 0.286, -0.557, -1.470, -2.119, -0.323, 0.405, 0.211, 0.503, 0.196, 0.427, 0.446, -0.262, 0.354, 0.505, 0.400, 0.315, 0.135, 0.398, 0.430, 0.463, -0.337, 0.672, -0.454, 0.378, -1.835, 2.360, -1.281, -0.291, -1.777, 2.271, -0.150, -0.080, -1.876, -1.173, -2.299, 0.519, 0.524, -0.043, 0.415, 0.273, 0.088, 0.589, 0.456, 0.441, 0.343, 0.393, 0.358, 0.347, 0.223, -0.150, 0.533, 0.409, 0.310, 0.290, -0.701, 0.332, 0.267, -0.664, 0.333, 0.255, -0.674, 0.323, 0.254],
  "homo_lumo_gap_ev": 8.03,
  "e_homo_ev": -5.9,
  "multiplicity": 1,
  "lumo_ev": 2.12,
  "total_charge": -1
}

---

no.,calculated total energy (Ha)
1,-360.38132
2,-358.81760
3,-3087.17980
4,-3430.24186